(1)
ORCA calculation (the ωB97M-V functional and the def2-TZVPD basis) on C14H24F2N5NiO17S2 as an isolated structure in a non-equilibrium geometry.

The geometry in XYZ format:
```
65
C14H24F2N5NiO17S2, DFT the ωB97M-V functional and the def2-TZVPD basis
Ni 16.221 29.523 -4.022
C 20.024 27.271 -3.877
C 21.025 27.111 -4.978
C 20.685 27.616 -6.420
O 21.549 27.405 -7.335
C 19.482 28.384 -6.544
C 18.699 28.567 -5.529
C 18.922 27.978 -4.177
O 17.936 27.950 -3.336
O 17.732 29.474 -5.701
O 22.219 26.871 -4.812
H 20.098 26.737 -2.941
H 19.265 28.755 -7.534
N 14.889 29.397 -2.699
S 14.526 30.185 -1.119
O 15.499 29.917 -0.087
O 13.146 30.508 -0.759
F 15.188 31.583 -1.599
S 13.913 28.265 -2.384
O 12.544 28.592 -2.643
O 14.322 27.316 -1.364
F 14.272 27.464 -3.769
C 17.843 24.687 -6.265
N 16.453 24.449 -5.645
O 15.797 25.420 -5.316
O 16.031 23.370 -5.523
H 17.625 24.739 -7.332
H 18.440 23.792 -6.091
H 18.355 25.588 -5.927
C 18.994 32.665 -6.473
N 20.188 31.989 -5.903
O 20.204 31.867 -4.696
O 21.138 31.694 -6.675
H 18.699 32.042 -7.317
H 19.542 33.556 -6.782
H 18.193 32.880 -5.767
C 18.402 31.363 -1.003
N 18.162 31.734 -2.431
O 17.556 30.855 -3.134
O 18.351 32.863 -2.779
H 17.777 31.975 -0.352
H 19.437 31.629 -0.787
H 18.139 30.334 -0.757
C 18.724 27.906 0.423
N 19.880 26.985 0.536
O 20.159 26.313 -0.420
O 20.504 26.957 1.587
H 19.202 28.860 0.200
H 18.277 27.892 1.417
H 18.060 27.685 -0.413
C 12.975 29.763 -6.613
C 14.518 29.671 -6.336
O 15.103 30.484 -5.340
C 14.870 31.882 -5.683
C 14.784 32.756 -4.449
H 12.597 28.857 -7.086
H 12.497 29.686 -5.636
H 12.570 30.636 -7.125
H 14.706 28.698 -5.879
H 15.022 29.758 -7.298
H 15.643 32.152 -6.403
H 13.876 32.018 -6.108
H 15.756 32.686 -3.960
H 14.042 32.308 -3.788
H 14.613 33.808 -4.676
```

Total charge: -1
Energy in eV: -125299.702
Molar mass in g mol⁻¹: 695.2
Maximum force in hartree/bohr: 0.1588
HOMO (alpha / beta) in eV: -4.65 / -4.62
<S²>: 2.0053
2S+1: 3
Frontier orbital gap (alpha / beta) in eV: 5.62 / 5.39

Here are the natural (NBO) charges for atoms 1 to 6, given in e: 1.56, -0.48, 0.44, 0.43, -0.59, -0.42

(2)
ORCA calculation (the ωB97M-V functional and the def2-TZVPD basis) on a 10-piece molecular cluster, C42H112N12O14 overall in a non-equilibrium geometry.

The geometry in XYZ format:
```
180
C42H112N12O14, DFT the ωB97M-V functional and the def2-TZVPD basis
C 0.940 -4.848 -2.155
O -0.274 -5.114 -2.808
C -1.150 -5.838 -1.928
C -2.506 -5.981 -2.631
C -2.415 -6.505 -4.022
N -3.373 -4.789 -2.644
H 0.848 -4.381 -1.169
H 1.550 -4.181 -2.767
H 1.531 -5.765 -2.039
H -0.659 -6.803 -1.764
H -1.247 -5.301 -0.981
H -3.012 -6.733 -2.013
H -1.914 -7.472 -4.078
H -1.978 -5.729 -4.651
H -3.422 -6.718 -4.387
H -3.645 -4.532 -1.705
H -2.902 -4.001 -3.072
C 7.052 -4.205 3.052
O 5.984 -3.939 2.169
C 4.776 -3.583 2.868
C 3.671 -3.259 1.874
C 3.853 -1.938 1.172
N 2.438 -3.147 2.684
H 6.809 -5.072 3.676
H 7.277 -3.396 3.755
H 7.971 -4.414 2.508
H 4.509 -4.397 3.552
H 5.039 -2.742 3.520
H 3.705 -4.151 1.244
H 3.885 -1.088 1.855
H 3.012 -1.739 0.501
H 4.713 -1.917 0.502
H 2.438 -2.236 3.152
H 2.491 -3.829 3.434
C -2.245 1.816 -0.829
O -2.638 2.728 -1.834
C -1.739 3.833 -1.934
C -0.461 3.499 -2.661
C 0.358 4.785 -2.928
N -0.675 2.762 -3.920
H -2.849 0.903 -0.842
H -2.604 2.123 0.163
H -1.219 1.450 -0.838
H -2.173 4.583 -2.603
H -1.563 4.281 -0.954
H 0.177 2.857 -2.036
H -0.217 5.360 -3.657
H 1.277 4.502 -3.443
H 0.625 5.301 -2.007
H 0.118 2.133 -4.028
H -1.412 2.150 -3.561
C -3.748 -3.131 6.805
O -2.344 -3.368 6.707
C -1.938 -3.876 5.457
C -1.236 -2.909 4.500
C -2.260 -2.033 3.757
N -0.455 -3.631 3.466
H -4.106 -2.221 6.317
H -4.043 -3.094 7.851
H -4.214 -3.981 6.299
H -1.245 -4.702 5.663
H -2.659 -4.462 4.876
H -0.603 -2.178 5.010
H -3.023 -2.581 3.204
H -1.680 -1.410 3.071
H -2.769 -1.280 4.363
H 0.112 -3.014 2.893
H 0.325 -4.065 3.959
C -4.134 -1.540 -3.495
O -4.051 -0.695 -2.360
C -5.315 -0.578 -1.730
C -5.498 0.490 -0.668
N -5.456 1.834 -1.233
C -5.786 2.844 -0.257
C -5.587 4.248 -0.857
O -6.526 5.171 -0.314
C -6.073 6.502 -0.255
H -4.550 -1.024 -4.369
H -4.764 -2.413 -3.321
H -3.111 -1.746 -3.810
H -5.674 -1.552 -1.377
H -6.079 -0.333 -2.480
H -4.802 0.321 0.164
H -6.515 0.284 -0.330
H -4.611 2.084 -1.730
H -5.047 2.833 0.558
H -6.789 2.764 0.162
H -5.661 4.266 -1.949
H -4.535 4.498 -0.684
H -5.094 6.586 0.228
H -6.762 7.084 0.355
H -5.989 6.921 -1.262
C 1.199 2.867 -0.169
O 2.138 3.831 -0.559
C 2.396 4.824 0.406
C 3.648 5.627 0.014
N 3.382 6.804 -0.802
C 2.524 6.634 -1.973
C 3.104 7.467 -3.134
O 4.476 7.165 -3.269
C 5.024 7.788 -4.419
H 0.212 3.321 -0.005
H 1.406 2.388 0.795
H 1.114 2.110 -0.945
H 2.588 4.271 1.335
H 1.544 5.482 0.617
H 4.301 4.917 -0.506
H 4.104 5.865 0.975
H 4.269 7.156 -1.133
H 1.497 6.923 -1.743
H 2.596 5.581 -2.264
H 2.810 8.518 -3.171
H 2.612 6.965 -3.980
H 4.616 7.343 -5.329
H 6.084 7.525 -4.448
H 5.012 8.876 -4.343
C 3.090 0.605 8.432
O 3.173 -0.126 7.237
C 3.918 0.508 6.221
C 3.872 -0.235 4.876
N 2.530 -0.430 4.318
C 1.888 0.755 3.740
C 0.491 0.530 3.238
O -0.143 1.733 2.833
C -1.472 1.566 2.353
H 4.105 0.625 8.858
H 2.611 0.002 9.203
H 2.685 1.603 8.266
H 4.945 0.487 6.601
H 3.593 1.539 6.043
H 4.238 -1.214 5.201
H 4.545 0.158 4.117
H 1.952 -0.718 5.104
H 2.490 1.102 2.895
H 1.886 1.523 4.521
H -0.116 0.193 4.092
H 0.462 -0.239 2.460
H -2.128 1.255 3.169
H -1.491 0.915 1.476
H -1.845 2.526 1.998
C -0.156 -2.464 -3.141
O 1.225 -2.269 -3.372
C 1.881 -1.457 -2.412
C 1.477 0.034 -2.465
N 1.505 0.513 -3.852
C 2.886 0.567 -4.354
C 2.981 1.524 -5.523
O 2.080 1.076 -6.536
C 1.585 2.052 -7.427
H -0.357 -2.431 -2.065
H -0.502 -3.439 -3.482
H -0.754 -1.681 -3.618
H 2.925 -1.579 -2.700
H 1.778 -1.827 -1.387
H 2.092 0.577 -1.748
H 0.454 0.106 -2.085
H 1.168 -0.248 -4.436
H 3.184 -0.424 -4.713
H 3.584 0.843 -3.562
H 3.977 1.502 -5.976
H 2.736 2.556 -5.257
H 2.419 2.592 -7.887
H 0.901 2.697 -6.870
H 1.062 1.582 -8.258
N -4.398 -5.600 0.812
C -3.291 -4.849 1.112
N -2.797 -5.178 2.338
O -2.879 -3.939 0.391
H -4.830 -5.497 -0.092
H -4.446 -6.480 1.284
H -2.009 -4.669 2.757
H -3.075 -6.052 2.735
N 0.147 -2.437 0.752
C -0.307 -1.437 -0.062
N -1.494 -1.763 -0.584
O 0.333 -0.417 -0.323
H -0.515 -3.085 1.143
H 1.067 -2.426 1.160
H -2.027 -2.570 -0.273
H -2.002 -1.146 -1.200
```

Total charge: 0
Energy in eV: -91908.726
Molar mass in g mol⁻¹: 1009.4
Relative energy (zero: lowest compared OMol25 entry of this formula, charge and spin) in eV: 2.5582
SMILES: COC[C@H](C)N.COC[C@H](C)N.COC[C@H](C)N.COC[C@H](C)N.COCCNCCOC.COCCNCCOC.COCCNCCOC.COCCNCCOC.NC(N)=O.NC(N)=O
Maximum force in hartree/bohr: 0.0493
HOMO in eV: -8.11
Frontier orbital gap in eV: 8.32

Here are the Löwdin charges for atoms 1 to 6, given in e: -0.12, -0.24, -0.16, -0.44, -0.07, 0.07